# 1
DFT (the ωB97M-V functional and the def2-TZVPD basis) results for a 2-piece molecular cluster, C4H12 overall.

Results
- Lowest unoccupied orbital energy: 1.088 eV
- Orbital gap: 12.74 eV
- SMILES: CC.CC
- Relative energy (zero: lowest compared OMol25 entry of this formula, charge and spin): 7.8 kcal/mol
- Charge: 0

Geometry (Å):
C (2.169, 0.292, 0.869)
C (1.753, 0.456, 2.329)
H (1.885, 1.161, 0.288)
H (3.220, 0.018, 0.710)
H (1.730, -0.548, 0.368)
H (2.609, 0.711, 2.950)
H (1.270, -0.411, 2.789)
H (1.002, 1.240, 2.418)
C (-1.457, -0.933, -1.749)
C (-2.480, 0.175, -1.474)
H (-0.415, -0.620, -1.727)
H (-1.582, -1.752, -1.042)
H (-1.581, -1.373, -2.739)
H (-2.082, 0.845, -0.702)
H (-3.316, -0.269, -0.951)
H (-2.733, 0.733, -2.364)

=====

# 2
DFT (the ωB97M-V functional and the def2-TZVPD basis) results for a single C9H6O2 molecule.

Results
- Lowest unoccupied orbital energy: -0.430 eV
- Orbital gap: 8.69 eV
- SMILES: O=c1ccc2ccccc2o1
- Relative energy (zero: lowest compared OMol25 entry of this formula, charge and spin): 32.7 kcal/mol
- Charge: 0

Geometry (Å):
C (-0.699, 1.971, -1.493)
C (0.488, 0.521, -0.065)
C (1.511, 0.555, 0.829)
C (1.648, -0.527, 1.681)
C (0.897, -1.623, 1.635)
C (-0.045, -1.636, 0.560)
C (-0.305, -0.578, -0.295)
C (-1.463, -0.409, -1.081)
C (-1.653, 0.865, -1.688)
H (1.943, 1.673, 0.992)
H (2.462, -0.409, 2.466)
H (0.862, -2.352, 2.537)
H (-0.621, -2.586, 0.500)
H (-2.150, -1.158, -1.525)
H (-2.513, 0.879, -2.488)
O (-0.680, 3.149, -1.850)
O (0.319, 1.666, -0.715)